60
Properties=species:S:1:pos:R:3 method="wB97M-V/def2-TZVPD" orbital_gap_ev=7.009 e_lumo_ha=0.007 homo_energy_ev=-6.815
Na 0.25790 -0.87804 0.70626
C 3.63897 1.38352 -0.63911
C 2.19118 1.70063 -0.44199
C 1.62677 1.77456 -1.92709
O 1.48500 0.91586 0.40898
H 3.71919 0.48066 -1.25858
H 4.15267 1.24982 0.32348
H 4.19455 2.18922 -1.17013
H 2.20991 2.80892 -0.06366
H 1.78502 0.88400 -2.47990
H 2.21552 2.58676 -2.46503
H 0.53794 2.06558 -1.94141
O 0.74495 -1.45120 2.95641
C 1.84589 -1.05849 3.11500
O 2.20003 -0.33640 4.20532
C 3.58144 0.12251 4.08143
C 4.21324 -0.86713 3.12207
C 3.10768 -1.23664 2.19496
H 3.89169 0.11695 5.12333
H 3.59703 1.17748 3.65770
H 4.61454 -1.67723 3.69114
H 5.08125 -0.49888 2.60874
H 3.17286 -2.18681 1.70670
H 2.95946 -0.48880 1.42765
O -2.02443 -1.35551 0.16171
C -2.66164 -0.76898 -0.65919
O -2.14172 -0.54956 -1.85781
C -3.10370 0.24519 -2.66992
C -4.47852 -0.05748 -1.98621
C -4.07742 -0.16515 -0.51490
H -2.95461 0.01017 -3.71649
H -2.81211 1.27151 -2.56982
H -4.89628 -1.01445 -2.26777
H -5.22751 0.69578 -2.23862
H -4.58270 -0.92217 0.08073
H -3.98345 0.76111 0.03588
O -2.15407 3.17635 -1.47261
C -2.04290 3.31335 -0.26534
O -2.84545 2.72569 0.60222
C -2.33284 2.83878 1.98856
C -0.92432 3.28853 1.83947
C -0.93025 4.06709 0.51842
H -2.40663 1.89267 2.46635
H -2.89416 3.59988 2.47988
H -0.26507 2.44001 1.75125
H -0.61140 3.81634 2.78251
H -0.01147 4.04492 -0.00909
H -1.18127 5.10164 0.57250
O 1.11655 -2.77857 -0.05979
C 0.44725 -3.25568 -0.94912
O 0.59849 -2.91678 -2.22217
C -0.28351 -3.70660 -3.05487
C -1.34167 -4.28290 -2.18217
C -0.60154 -4.36665 -0.86441
H 0.30520 -4.50280 -3.51113
H -0.54175 -3.09511 -3.97969
H -1.73555 -5.19282 -2.54025
H -2.18619 -3.59816 -1.97842
H -0.06820 -5.30359 -0.71060
H -1.18978 -4.23292 0.05859